DFT (ωB97M-V/def2-TZVPD) results for a structure of composition C3H10CdGaNO2P.

The geometry in XYZ format:
```
19
Properties=species:S:1:pos:R:3:mulliken_charge:R:1
C -2.21148 0.07935 0.46210 -0.878
P -0.58329 -0.33122 1.14847 0.450
C -0.56227 -2.15358 1.13463 -1.090
Ga 1.58130 0.47961 0.37361 0.281
C 1.59209 1.63307 -1.23062 -0.518
O 1.32946 0.79634 -2.36199 -0.215
N 0.01316 1.00948 -2.82890 0.227
O -0.22269 0.32505 -3.73671 -0.319
H -3.00748 0.05992 1.20729 0.384
H -2.41091 -0.70699 -0.27016 0.332
H -2.18612 1.05427 -0.02289 0.345
H 0.28824 -2.55857 1.68226 0.366
H -0.48928 -2.47259 0.09024 0.369
H -1.48105 -2.56035 1.56028 0.367
H 2.37374 -0.86637 0.37114 -0.126
H 1.89273 1.23985 1.88679 -0.200
H 0.87394 2.45565 -1.21621 0.390
H 2.58557 2.06749 -1.36120 0.393
Cd 0.62433 0.44959 3.11187 0.443
```

Its HOMO energy is -12.743 eV. The calculation puts the max |F| at 0.95 eV/Å. The total charge is +1. The energy is -75075.3397 eV. The value obtained for the HOMO-LUMO gap is 6.329 eV.